Record 1
Entry from the Open Molecules 2025 dataset: a structure of composition C51H35Br2Cl2N6O6PSn (the ωB97M-V functional and the def2-TZVPD basis).

```
104
Properties=species:S:1:pos:R:3:mulliken_charge:R:1
Sn -1.146 0.289 -0.385 1.8253
Cl -4.358 -3.047 4.936 -0.2882
C -3.978 -1.800 3.768 0.1110
C -2.738 -1.185 3.835 -1.0257
C -2.355 -0.231 2.877 0.4528
N -1.075 0.214 2.708 0.3093
C -0.187 0.305 3.682 -0.9022
O -0.369 0.415 4.910 -0.8608
C 1.265 0.307 3.201 0.5045
C 2.267 0.633 4.114 -0.3762
C 3.593 0.518 3.734 -0.9283
C 3.885 0.062 2.456 -0.4026
C 2.824 -0.225 1.610 -0.7991
N 1.548 -0.099 1.962 1.2261
C -3.320 0.160 1.908 -0.6458
C -4.561 -0.452 1.877 -0.3866
C -4.890 -1.452 2.785 0.1884
Cl -6.439 -2.250 2.648 -0.2892
N -2.936 1.115 0.945 0.1728
C -3.325 2.368 1.097 -0.2691
O -4.101 2.861 1.930 -0.7908
C -2.668 3.288 0.089 0.1670
C -3.298 4.480 -0.253 -0.6342
C -2.701 5.316 -1.177 -0.4503
C -1.467 4.954 -1.705 -0.6365
C -0.904 3.760 -1.289 -0.4749
N -1.487 2.937 -0.421 0.2338
H -2.033 -1.464 4.606 0.6082
H 1.967 0.951 5.103 0.5098
H 4.390 0.765 4.427 0.3114
H 4.906 -0.064 2.119 0.2541
H 3.008 -0.585 0.602 0.6173
H -5.270 -0.152 1.116 0.5191
H -4.245 4.716 0.213 0.4747
H -3.182 6.237 -1.485 0.3946
H -0.950 5.570 -2.430 0.4586
H 0.056 3.446 -1.682 0.6977
O 1.445 -2.853 -2.197 -0.8046
C 1.435 -1.633 -2.397 -0.1149
O 0.494 -0.814 -2.202 -0.5400
C 2.698 -1.025 -3.040 0.1365
C 3.432 -1.855 -3.884 -0.6553
C 4.524 -1.377 -4.588 -0.5090
C 4.897 -0.047 -4.460 -0.7608
C 4.196 0.781 -3.600 -0.6034
C 3.114 0.307 -2.853 0.4709
P 2.314 1.430 -1.619 1.9455
C 3.761 1.999 -0.609 0.0786
C 3.370 2.683 0.551 -0.5642
C 4.266 2.955 1.571 -0.4404
C 5.586 2.533 1.463 -0.4871
C 5.992 1.856 0.324 -0.8740
C 5.089 1.583 -0.698 -0.4799
C 2.029 2.835 -2.766 -0.3164
C 0.993 2.656 -3.688 -0.2784
C 0.629 3.681 -4.545 -0.4214
C 1.306 4.896 -4.510 -0.6059
C 2.338 5.080 -3.602 -0.6470
C 2.692 4.059 -2.726 -0.0423
H 3.105 -2.882 -3.986 0.5054
H 5.082 -2.036 -5.244 0.3649
H 5.743 0.339 -5.017 0.3738
H 4.499 1.817 -3.495 0.5015
H 2.326 2.957 0.673 0.4257
H 3.928 3.469 2.463 0.3229
H 6.282 2.705 2.275 0.3415
H 7.022 1.531 0.230 0.3482
H 5.420 1.014 -1.556 0.3847
H 0.452 1.714 -3.702 0.2577
H -0.201 3.538 -5.227 0.4145
H 1.022 5.701 -5.178 0.3484
H 2.867 6.026 -3.565 0.3904
H 3.478 4.222 -1.996 0.3078
C -3.608 -2.916 -1.875 -1.1298
O -2.636 -2.677 -0.871 0.0180
C -2.399 -3.693 -0.021 0.5263
C -3.118 -4.873 -0.011 -0.5032
C -2.784 -5.874 0.898 -0.5360
Br -3.756 -7.510 0.858 -0.2835
C -1.784 -5.709 1.813 -0.7956
C -1.079 -4.496 1.839 0.7073
C -1.348 -3.499 0.904 -0.4072
O -0.676 -2.353 0.864 0.4935
C -0.107 -4.226 2.889 0.3396
N 0.774 -3.259 2.872 -0.2501
C 1.451 -3.340 4.075 -0.1655
C 2.492 -2.565 4.577 -0.1740
C 2.984 -2.879 5.831 -0.9028
C 2.463 -3.943 6.579 -0.2926
C 1.431 -4.728 6.093 -1.2028
C 0.939 -4.405 4.835 0.3130
N -0.047 -4.961 4.048 -0.0430
H -4.607 -2.999 -1.435 0.3658
H -3.370 -3.830 -2.426 0.4214
H -3.577 -2.059 -2.535 0.1446
H -3.955 -5.021 -0.676 0.5690
H -1.540 -6.507 2.500 0.5173
H 0.013 -2.342 1.566 -0.0160
H 2.884 -1.739 3.998 1.0007
H 3.787 -2.286 6.251 0.4049
H 2.874 -4.152 7.559 0.3621
H 1.025 -5.550 6.669 0.3801
H -0.728 -5.638 4.338 0.2876
Br -2.706 0.785 -2.433 -0.7993
```

Computed properties:
* relative energy (zero: lowest compared OMol25 entry of this formula, charge and spin): 185.1 kJ/mol
* HOMO: -2.05 eV
* gap between HOMO and LUMO: 5.697 eV
* total charge: -2
* E_LUMO: 3.6 eV

---

Record 2
Entry from the Open Molecules 2025 dataset: the ion C5H12NS with charge +1 (the ωB97M-V functional and the def2-TZVPD basis).

```
19
Properties=species:S:1:pos:R:3:mulliken_charge:R:1
C 2.483 -0.464 0.336 0.1115
C -0.702 -0.047 1.519 -0.5770
C 3.489 0.244 -0.384 -1.0391
C -1.817 1.257 -0.313 -1.1207
C -2.085 -1.019 -0.408 -0.6497
N -1.866 0.041 0.498 0.0227
S 0.946 0.315 0.493 0.0429
H 2.749 -1.393 0.856 0.3531
H -0.587 -1.041 1.956 0.3503
H 4.516 0.109 -0.079 0.3698
H 3.206 1.346 -0.547 0.3177
H 3.542 -0.195 -1.404 0.3043
H -1.404 2.026 0.306 0.4264
H -1.121 1.243 -1.230 0.3829
H -2.732 1.351 -0.736 0.4932
H -2.245 -2.059 0.109 0.3098
H -2.727 -0.764 -1.200 0.3624
H -1.093 -1.185 -0.901 0.3011
H -2.553 0.234 1.128 0.2384
```

Computed properties:
* relative energy (zero: lowest compared OMol25 entry of this formula, charge and spin): 516.1 kJ/mol
* HOMO (alpha / beta): -12.43 / -12.43 eV
* gap between HOMO and LUMO (alpha / beta): 7.524 / 7.521 eV
* total charge: +1
* E_LUMO (alpha / beta): -4.9 / -4.9 eV

---

Record 3
Entry from the Open Molecules 2025 dataset: a structure of composition C4H4IrLi2O2 (the ωB97M-V functional and the def2-TZVPD basis).

```
13
Properties=species:S:1:pos:R:3:mulliken_charge:R:1
O -0.711 -2.486 0.650 -0.8640
C -0.954 -1.452 1.413 0.7710
C -0.446 -0.211 1.356 -1.0174
Li -1.457 -4.110 0.557 0.9216
Li 1.068 -1.875 0.608 0.9388
H -1.611 -1.454 2.359 0.3321
C -0.544 2.226 2.190 0.1906
C -0.467 0.813 2.596 -0.5600
O -0.481 2.589 1.005 -0.3979
H -0.730 2.987 2.966 0.4510
H -1.297 0.619 3.301 0.4729
H 0.463 0.743 3.194 0.4047
Ir -0.294 1.019 -0.213 1.3567
```

Computed properties:
* relative energy (zero: lowest compared OMol25 entry of this formula, charge and spin): 0.0 kJ/mol
* HOMO (alpha / beta): -22.05 / -23.61 eV
* gap between HOMO and LUMO (alpha / beta): 8.889 / 7.831 eV
* total charge: +3
* multiplicity: 5
* E_LUMO (alpha / beta): -13.2 / -15.8 eV

---

Record 4
Entry from the Open Molecules 2025 dataset: an isolated molecule of C2H2N2S3 (the ωB97M-V functional and the def2-TZVPD basis).

```
9
Properties=species:S:1:pos:R:3:mulliken_charge:R:1
S -0.059 2.570 1.856 -0.2703
C 0.024 1.182 0.814 0.2962
N 0.936 0.804 -0.066 -0.4030
S 0.669 -0.252 -1.585 -0.0075
C -0.461 -1.591 -0.853 0.0426
N -1.271 -1.331 0.052 -0.4027
S -1.500 0.258 0.889 0.0446
H 2.046 0.922 0.238 0.3194
H -0.385 -2.562 -1.345 0.3807
```

Computed properties:
* relative energy (zero: lowest compared OMol25 entry of this formula, charge and spin): 223.8 kJ/mol
* HOMO: -8.78 eV
* gap between HOMO and LUMO: 8.064 eV
* SMILES string: S=C1NSC=NS1
* E_LUMO: -0.7 eV

---

Record 5
Entry from the Open Molecules 2025 dataset: a structure of composition C33H14BF21GeN7O3RhS2Sb (the ωB97M-V functional and the def2-TZVPD basis).

```
84
Properties=species:S:1:pos:R:3:mulliken_charge:R:1
Rh -0.166 0.158 -0.024 -0.6244
B 2.219 -0.129 2.572 -0.0843
N 2.607 -0.297 1.083 0.1119
C 3.801 -0.677 0.622 -0.2851
C 3.838 -0.482 -0.748 -1.0607
C 2.588 0.034 -1.055 -0.4602
N 1.866 0.150 0.067 0.6425
N 0.665 -0.221 2.773 0.1343
C 0.127 -0.519 3.955 -0.5643
C -1.241 -0.292 3.916 -1.1965
C -1.480 0.147 2.629 -0.5197
N -0.322 0.210 1.960 1.3790
H 2.576 0.967 2.952 -0.1283
H 2.705 -1.029 3.195 -0.1617
H 4.550 -1.045 1.302 0.4870
H 4.650 -0.691 -1.421 0.4133
H 2.172 0.315 -2.011 0.4622
H 0.764 -0.842 4.761 0.4836
H -1.954 -0.424 4.711 0.5764
H -2.394 0.443 2.152 0.3048
F -4.474 1.002 -2.978 -0.3111
C -5.298 -0.045 -2.814 0.0737
C -5.425 -0.634 -1.565 -0.2438
C -6.329 -1.676 -1.461 0.3534
F -6.571 -2.248 -0.278 -0.3015
C -7.051 -2.138 -2.548 0.0490
F -7.916 -3.139 -2.411 -0.2907
C -6.882 -1.538 -3.782 0.7399
F -7.573 -1.967 -4.830 -0.2956
C -6.004 -0.477 -3.919 -0.0617
F -5.853 0.117 -5.102 -0.2974
Ge -4.330 0.062 -0.095 1.1940
S -2.275 -0.128 -0.920 -0.1948
C -4.839 1.965 0.103 -0.5098
C -3.959 2.971 0.456 0.2850
F -2.695 2.674 0.795 -0.0689
C -4.314 4.305 0.492 -0.2697
F -3.417 5.239 0.820 -0.3337
C -5.614 4.668 0.189 0.8235
F -5.973 5.946 0.221 -0.3085
C -6.537 3.693 -0.137 -0.0071
F -7.793 4.034 -0.412 -0.2875
C -6.138 2.368 -0.171 0.9269
F -7.072 1.456 -0.469 -0.3460
C -4.506 -0.943 1.564 -0.2904
C -4.853 -0.389 2.782 0.9127
F -5.040 0.940 2.889 -0.3242
C -4.983 -1.156 3.922 0.1555
F -5.300 -0.595 5.090 -0.3541
C -4.767 -2.521 3.846 0.6420
F -4.890 -3.263 4.938 -0.3209
C -4.424 -3.113 2.642 0.2411
F -4.240 -4.422 2.580 -0.3170
C -4.292 -2.314 1.522 0.0548
F -3.973 -2.883 0.363 -0.5806
O 2.174 9.711 1.049 -0.4576
S 0.970 9.257 1.724 1.2515
O 1.295 8.327 2.785 -0.4448
O 0.177 10.364 2.208 -0.4573
C 0.006 8.364 0.485 0.2098
N -0.692 9.108 -0.344 -0.4865
C -1.345 8.437 -1.284 -0.5351
C -1.292 7.054 -1.383 -0.5183
C -0.520 6.379 -0.442 0.2376
N 0.130 7.059 0.504 -0.3051
C -0.383 4.903 -0.403 1.3424
C -0.850 4.084 -1.423 -0.9042
C -0.745 2.714 -1.300 -0.7596
N -0.193 2.140 -0.225 0.9221
C 0.314 2.919 0.739 -0.3438
C 0.232 4.293 0.685 -1.0318
H -1.935 9.025 -1.977 0.4436
H -1.842 6.541 -2.156 0.4220
H -1.306 4.487 -2.316 0.4185
H -1.133 2.051 -2.058 0.6766
H 0.784 2.414 1.570 0.3957
H 0.639 4.898 1.481 0.6702
F 0.037 -1.864 0.237 -0.2790
Sb -0.006 -3.862 0.434 2.2192
F -0.067 -5.714 0.659 -0.5272
F 1.436 -3.604 1.612 -0.5571
F 1.197 -3.893 -1.009 -0.5570
F -1.182 -3.504 1.866 -0.5724
F -1.442 -3.815 -0.771 -0.5190
```

Computed properties:
* relative energy (zero: lowest compared OMol25 entry of this formula, charge and spin): 0.0 kJ/mol
* HOMO (alpha / beta): -9.39 / -9.39 eV
* gap between HOMO and LUMO (alpha / beta): 7.018 / 4.572 eV
* multiplicity: 2
* E_LUMO (alpha / beta): -2.4 / -4.8 eV

---

| no. | calculated total energy (Ha) |
| --- | --- |
| 1 | -9368.77799 |
| 2 | -650.21815 |
| 3 | -423.38553 |
| 4 | -1381.39832 |
| 5 | -7221.13057 |